Entry from the OMol25 dataset: a cluster of 2 separate species, C3H10N2O in total in a non-equilibrium geometry (wB97M-V/def2-TZVPD).

## Properties
Relative energy (zero: lowest compared OMol25 entry of this formula, charge and spin) in kcal per mole: 40.9
Charge: 0
Structure (SMILES): [H]/N=C/N.CCO
Spin multiplicity: 1
LUMO level in eV: 0.849
HOMO in eV: -10.16

```
16
C3H10N2O, DFT wB97M-V/def2-TZVPD
O 1.953 1.606 -1.688
N 0.138 -2.757 1.789
N -1.582 -2.282 0.124
C 0.542 1.794 -1.521
C -0.993 -2.091 1.235
C 0.027 1.478 -0.156
H 0.130 0.987 -2.170
H -1.335 -1.381 1.995
H 0.489 2.138 0.588
H 0.699 -3.039 0.978
H -1.024 1.809 -0.095
H 0.075 0.445 0.192
H 2.466 2.408 -1.866
H 0.146 2.763 -1.845
H -2.488 -1.838 0.278
H 0.757 -2.040 2.162
```

Atomic charges from the natural (NBO) analysis, expressed in e, are listed below: O -0.74; N -0.80; N -0.68; C -0.07; C 0.28; C -0.63; H 0.17; H 0.13; H 0.20; H 0.37; H 0.21; H 0.21; H 0.48; H 0.17; H 0.34; H 0.36